--- i ---
{"formula": "C3H6NO2", "method": "the ωB97M-V functional and the def2-TZVPD basis", "total_charge": -1, "lumo_energy_ha": 0.15097, "elements": ["N", "C", "C", "C", "O", "O", "H", "H", "H", "H", "H", "H"], "positions_angstrom": [[1.151, 0.564, 1.467], [0.652, -0.272, 0.359], [-0.713, 0.187, -0.121], [-1.240, -0.567, -1.375], [-0.444, -1.344, -1.932], [-2.365, -0.191, -1.767], [1.192, 1.533, 1.169], [2.096, 0.306, 1.713], [1.290, -0.275, -0.516], [0.552, -1.300, 0.697], [-0.693, 1.261, -0.345], [-1.477, 0.098, 0.651]], "nbo_charge": [-0.85, -0.22, -0.52, 0.76, -0.79, -0.79, 0.34, 0.34, 0.18, 0.18, 0.18, 0.20]}

***

--- ii ---
{"formula": "C3H6NO2", "method": "the ωB97M-V functional and the def2-TZVPD basis", "total_charge": -1, "lumo_energy_ha": 0.15937, "elements": ["C", "C", "C", "N", "O", "O", "H", "H", "H", "H", "H", "H"], "positions_angstrom": [[0.234, 0.079, 0.082], [-0.806, 0.069, -1.722], [0.147, -1.096, 1.097], [0.751, 1.195, 0.539], [1.347, 1.092, 1.641], [0.608, 2.286, -0.042], [-0.761, 1.096, -1.868], [-0.131, -0.491, -2.275], [-1.730, -0.387, -1.469], [0.252, -0.552, 2.050], [0.901, -1.797, 0.887], [-0.812, -1.493, 1.079]], "nbo_charge": [0.05, -0.63, -0.69, 0.35, -0.64, -0.63, 0.22, 0.18, 0.18, 0.25, 0.19, 0.18]}

***

--- iii ---
{"formula": "C3H6NO2", "method": "the ωB97M-V functional and the def2-TZVPD basis", "total_charge": -1, "lumo_energy_ha": 0.14647, "elements": ["C", "C", "O", "N", "C", "O", "H", "H", "H", "H", "H", "H"], "positions_angstrom": [[-1.720, -0.035, -0.843], [-0.324, -0.526, -0.535], [0.248, -1.361, -1.232], [0.237, 0.090, 0.528], [1.738, 0.157, 0.941], [1.906, 1.254, 1.633], [-2.262, 0.058, 0.099], [-2.239, -0.754, -1.484], [-1.777, 0.896, -1.406], [-0.073, 1.002, 0.837], [1.986, -0.790, 1.489], [2.279, 0.009, -0.028]], "nbo_charge": [-0.71, 0.65, -0.68, -0.66, 0.16, -0.93, 0.21, 0.21, 0.21, 0.39, 0.07, 0.07]}

***

--- iv ---
{"formula": "C3H6NO2", "method": "the ωB97M-V functional and the def2-TZVPD basis", "total_charge": -1, "lumo_energy_ha": 0.15319, "elements": ["N", "C", "C", "C", "O", "O", "H", "H", "H", "H", "H", "H"], "positions_angstrom": [[-0.996, -0.545, 1.577], [-0.061, 0.285, 0.716], [-0.014, -0.241, -0.681], [0.740, 0.702, -1.688], [1.417, 1.606, -1.155], [0.546, 0.426, -2.886], [-0.833, -1.522, 1.333], [-0.654, -0.476, 2.531], [0.932, 0.184, 1.171], [-0.487, 1.267, 0.891], [0.431, -1.236, -0.746], [-1.022, -0.450, -1.062]], "nbo_charge": [-0.85, -0.20, -0.55, 0.78, -0.79, -0.79, 0.33, 0.33, 0.16, 0.19, 0.19, 0.20]}

***

From most stable to least stable, the computed energies give i, iv, iii, ii.